Entry 1:
The following is a quantum chemistry calculation of 5 unconnected molecules or ions with the total composition C4H16FO4 at a distorted geometry, from the OMol25 dataset.

Geometry (Å):
F -1.263 0.386 -0.177
C 1.481 1.201 -1.955
O 0.171 1.700 -2.097
H 1.541 0.113 -1.960
H 2.042 1.606 -2.798
H 1.916 1.419 -0.980
H -0.351 1.224 -1.447
C -1.445 -1.359 -3.230
O -0.934 -1.783 -1.991
H -2.168 -0.576 -3.001
H -0.647 -0.841 -3.762
H -2.011 -2.119 -3.768
H -0.936 -1.038 -1.386
C 1.900 -0.829 0.980
O 0.956 0.173 1.358
H 1.727 -1.812 1.417
H 1.783 -0.974 -0.094
H 2.906 -0.439 1.136
H 0.260 0.053 0.708
C -1.192 0.567 4.202
O -1.644 0.844 2.858
H -0.554 -0.317 4.196
H -0.643 1.426 4.586
H -2.061 0.486 4.855
H -0.831 0.890 2.350

The HOMO-LUMO gap comes out at 9.66 eV. The energy above the lowest of the compared OMol25 structures with the same formula, charge and spin comes out at 0.003 eV. The calculation puts the lowest unoccupied orbital energy at 3.65 eV. As for the total charge: -1. As for the spin multiplicity: 1.

Here are the Löwdin charges for atoms 1 to 5, given in e: -0.528 -0.196 -0.135 0.054 0.070

=====

Entry 2:
The following is a quantum chemistry calculation of 5 unconnected molecules or ions with the total composition C4H16IN8O4 at a distorted geometry, from the OMol25 dataset.

Geometry (Å):
I 1.665 0.957 0.646
C 4.920 5.687 -3.554
O 5.370 6.465 -4.339
N 5.239 4.463 -3.434
N 4.094 6.163 -2.695
H 4.827 3.915 -2.692
H 6.068 4.223 -3.959
H 3.622 5.625 -1.982
H 3.839 7.088 -3.011
C 3.654 -5.257 2.449
O 4.459 -6.115 2.231
N 4.022 -4.120 2.853
N 2.390 -5.449 2.156
H 3.591 -3.388 2.307
H 5.018 -4.041 3.000
H 1.766 -4.655 2.167
H 2.271 -6.239 1.538
C -5.428 3.924 1.264
O -6.347 4.616 1.004
N -5.413 2.662 1.179
N -4.271 4.390 1.382
H -4.542 2.151 1.226
H -6.298 2.204 1.015
H -4.319 5.376 1.169
H -3.416 3.854 1.431
C -3.031 -4.127 -0.815
O -2.524 -3.648 -1.786
N -3.009 -3.662 0.418
N -3.884 -5.124 -0.924
H -3.545 -4.012 1.199
H -2.342 -2.904 0.443
H -4.121 -5.555 -1.806
H -4.322 -5.472 -0.082

The HOMO-LUMO gap comes out at 6.08 eV. The energy above the lowest of the compared OMol25 structures with the same formula, charge and spin comes out at 4.775 eV. The calculation puts the lowest unoccupied orbital energy at 2.10 eV. As for the total charge: -1. As for the spin multiplicity: 1.

Here are the Löwdin charges for atoms 1 to 5, given in e: -0.997 -0.879 0.033 0.188 0.163

=====

Entry 3:
The following is a quantum chemistry calculation of a molecular structure, C4H16InO6 at a distorted geometry, from the OMol25 dataset.

Geometry (Å):
In -20.659 18.300 -21.224
O -19.885 16.790 -23.587
H -20.135 15.904 -23.849
H -19.098 16.979 -24.097
O -18.087 19.254 -22.396
H -17.260 18.774 -22.368
H -17.962 19.909 -23.082
C -22.591 19.570 -18.005
C -23.624 18.513 -18.612
O -23.401 18.407 -20.064
O -21.247 19.262 -18.174
H -22.771 19.768 -16.948
H -22.791 20.479 -18.572
H -24.692 18.687 -18.478
H -23.430 17.578 -18.088
H -24.068 17.819 -20.426
H -20.820 19.622 -17.393
C -22.045 14.712 -20.309
C -21.127 15.099 -19.101
O -20.980 16.499 -18.913
O -22.015 15.693 -21.415
H -23.063 14.641 -19.926
H -21.912 13.689 -20.661
H -20.083 14.824 -19.249
H -21.490 14.777 -18.125
H -20.636 16.686 -18.037
H -22.443 15.303 -22.181

The HOMO-LUMO gap (spin up / spin down) comes out at 4.84 / 5.31 eV. The energy above the lowest of the compared OMol25 structures with the same formula, charge and spin comes out at 0.336 eV. The calculation puts the lowest unoccupied orbital energy (spin up / spin down) at -20.16 / -20.24 eV. As for the total charge: +4. As for the spin multiplicity: 2.

Here are the Löwdin charges for atoms 1 to 5, given in e: 1.549 -0.053 0.077 0.083 0.050

=====

Entry 4:
The following is a quantum chemistry calculation of a molecular structure, C4H16InO8P at a distorted geometry, from the OMol25 dataset.

Geometry (Å):
In -15.144 24.659 18.694
P -16.851 21.814 18.720
O -15.657 21.863 17.684
O -16.146 22.249 20.038
O -17.594 20.416 18.833
O -17.633 23.127 18.332
C -15.846 27.781 21.163
O -15.768 26.414 20.930
H -14.984 28.310 20.757
H -16.808 28.119 20.778
H -15.847 27.978 22.235
H -16.303 25.913 21.551
C -12.484 25.153 15.244
O -13.086 24.929 16.568
H -12.938 24.491 14.506
H -12.591 26.222 15.060
H -11.416 24.942 15.183
H -12.427 25.228 17.198
C -19.353 25.723 19.554
O -18.111 25.466 19.078
H -20.004 24.927 19.192
H -19.535 25.830 20.623
H -19.724 26.587 19.004
H -18.135 24.568 18.741
C -16.796 26.216 15.590
O -16.719 24.965 16.260
H -17.117 26.152 14.551
H -17.348 26.937 16.192
H -15.783 26.612 15.517
H -17.418 24.319 16.137

The HOMO-LUMO gap (spin up / spin down) comes out at 6.62 / 6.36 eV. The calculation puts the lowest unoccupied orbital energy (spin up / spin down) at 2.32 / 2.33 eV. As for the total charge: -1. As for the spin multiplicity: 2.

Here are the Löwdin charges for atoms 1 to 5, given in e: 1.079 -0.009 -0.310 -0.357 -0.454

=====

Entry 5:
The following is a quantum chemistry calculation of a molecular structure, C4H16KN8O4 at a distorted geometry, from the OMol25 dataset.

Geometry (Å):
K -1.516 -0.765 0.076
C -2.356 2.636 1.598
O -2.517 1.436 1.513
N -1.718 3.207 0.643
N -3.102 3.455 2.258
H -1.353 4.148 0.682
H -1.746 2.728 -0.246
H -3.812 3.087 2.874
H -2.976 4.457 2.255
C 1.880 -0.358 1.589
O 1.171 -0.563 0.646
N 1.885 -1.012 2.713
N 2.798 0.562 1.631
H 2.451 -0.673 3.478
H 1.057 -1.574 2.855
H 2.986 1.181 0.856
H 3.309 0.539 2.502
C 0.352 -3.957 -0.263
O -0.774 -3.434 -0.110
N 0.536 -5.201 -0.302
N 1.427 -3.288 -0.370
H 1.466 -5.594 -0.323
H -0.208 -5.875 -0.412
H 2.285 -3.805 -0.502
H 1.452 -2.310 -0.119
C -0.287 0.971 -2.908
O -0.279 -0.042 -2.232
N -1.187 1.067 -3.810
N 0.389 2.049 -2.767
H -1.340 1.981 -4.210
H -1.902 0.354 -3.832
H 1.256 1.802 -2.310
H 0.372 2.790 -3.453

The HOMO-LUMO gap comes out at 9.80 eV. The energy above the lowest of the compared OMol25 structures with the same formula, charge and spin comes out at 2.882 eV. The calculation puts the lowest unoccupied orbital energy at -2.31 eV. As for the total charge: +1. As for the spin multiplicity: 1.

Here are the Löwdin charges for atoms 1 to 5, given in e: 0.891 -0.785 -0.031 0.161 0.192

=====

Entry 6:
The following is a quantum chemistry calculation of a molecular structure, C4H16KO4 at a distorted geometry, from the OMol25 dataset.

Geometry (Å):
K -0.296 -0.249 -1.965
C -2.905 0.406 0.091
O -2.640 0.865 -1.191
H -2.948 -0.653 0.203
H -3.904 0.766 0.431
H -2.223 0.848 0.791
H -2.911 1.786 -1.128
C -0.735 -2.168 1.438
O -0.031 -2.018 0.246
H -0.098 -2.321 2.324
H -1.317 -3.104 1.371
H -1.509 -1.370 1.668
H 0.785 -2.487 0.328
C 2.837 0.426 -1.523
O 2.292 -0.853 -1.447
H 2.245 1.136 -2.059
H 3.872 0.430 -1.955
H 2.960 0.868 -0.541
H 2.881 -1.385 -0.987
C 0.665 1.234 0.872
O 0.386 1.827 -0.386
H 1.353 1.826 1.391
H 1.156 0.281 0.784
H -0.256 1.131 1.496
H 0.352 2.775 -0.243

The HOMO-LUMO gap comes out at 11.12 eV. The energy above the lowest of the compared OMol25 structures with the same formula, charge and spin comes out at 0.699 eV. The calculation puts the lowest unoccupied orbital energy at -2.82 eV. As for the total charge: +1. As for the spin multiplicity: 1.

Here are the Löwdin charges for atoms 1 to 5, given in e: 0.962 -0.171 -0.171 0.073 0.113

=====

Entry 7:
The following is a quantum chemistry calculation of 3 unconnected molecules or ions with the total composition C4H16N2O2 at a distorted geometry, from the OMol25 dataset.

Geometry (Å):
C -0.622 1.133 2.344
C -2.036 0.531 2.398
C -2.563 0.210 0.981
N -3.196 1.242 0.082
C -2.580 1.444 -1.229
N -2.977 0.484 -2.244
H 0.030 1.002 3.222
H -0.556 2.170 2.134
H -0.155 0.488 1.569
H -2.313 -0.358 2.983
H -2.664 1.311 2.791
H -3.325 -0.494 1.318
H -2.003 -0.300 0.196
H -3.853 1.933 0.366
H -3.131 2.392 -1.426
H -1.459 1.380 -1.213
H -3.970 0.357 -2.394
H -2.686 -0.455 -1.986
H 5.998 -3.224 -0.365
H 6.049 -4.185 -1.468
O 5.638 -3.331 -1.300
H 5.092 -1.030 -0.963
H 6.559 -0.580 -1.303
O 5.935 -0.738 -0.581

The HOMO-LUMO gap comes out at 9.09 eV. The energy above the lowest of the compared OMol25 structures with the same formula, charge and spin comes out at 2.108 eV. The SMILES is CCCNCN.O.O. The calculation puts the lowest unoccupied orbital energy at 0.90 eV. As for the spin multiplicity: 1.

Here are the Löwdin charges for atoms 1 to 5, given in e: -0.107 -0.241 -0.225 -0.085 -0.331

=====

Entry 8:
The following is a quantum chemistry calculation of 3 unconnected molecules or ions with the total composition C4H16N2O2 at a distorted geometry, from the OMol25 dataset.

Geometry (Å):
C -1.331 1.672 -2.370
N -1.066 1.869 -0.997
C -1.251 0.638 -0.110
C 0.110 -0.241 -0.441
N 0.358 -0.730 0.975
C 1.683 -1.371 1.052
H -1.255 0.568 -2.742
H -0.579 2.294 -2.970
H -2.386 2.015 -2.784
H -1.317 2.758 -0.683
H -1.489 0.943 0.971
H -2.175 0.001 -0.451
H 0.065 -1.004 -1.214
H 0.796 0.431 -0.930
H 0.386 0.193 1.642
H 1.776 -2.060 1.873
H 1.759 -2.060 0.106
H 2.410 -0.660 1.167
H -0.177 -4.448 1.378
H -0.607 -2.956 1.638
O -0.492 -3.842 2.079
H 2.441 1.740 0.982
H 0.806 1.952 0.690
O 1.534 2.296 1.137

The HOMO-LUMO gap comes out at 9.40 eV. The energy above the lowest of the compared OMol25 structures with the same formula, charge and spin comes out at 3.327 eV. The SMILES is CNCCNC.O.O. The calculation puts the lowest unoccupied orbital energy at 0.73 eV. As for the spin multiplicity: 1.

Here are the Löwdin charges for atoms 1 to 5, given in e: -0.201 -0.179 -0.166 -0.215 -0.163

=====

Entry 9:
The following is a quantum chemistry calculation of 3 unconnected molecules or ions with the total composition C4H16N2O2 at a distorted geometry, from the OMol25 dataset.

Geometry (Å):
C 0.445 1.318 3.164
C -0.540 1.574 1.944
C -0.109 1.125 0.489
C -2.453 1.328 -0.549
N -0.978 1.621 -0.523
N 0.706 -0.138 3.096
H 1.373 1.848 3.116
H 0.261 1.914 4.036
H -0.660 2.662 1.953
H -1.486 1.064 2.071
H 0.926 1.410 0.177
H -0.049 0.031 0.427
H -2.794 1.280 0.435
H -2.781 0.404 -1.177
H -3.076 2.175 -0.852
H -0.802 0.987 -1.379
H 1.468 -0.531 3.742
H -0.108 -0.748 3.284
H 0.787 -2.837 -2.730
H -0.051 -3.110 -4.163
O 0.359 -3.467 -3.408
H 3.775 -2.749 -4.359
H 2.722 -3.851 -4.065
O 3.061 -3.309 -4.731

The HOMO-LUMO gap comes out at 9.07 eV. The energy above the lowest of the compared OMol25 structures with the same formula, charge and spin comes out at 2.900 eV. The SMILES is CNCCCN.O.O. The calculation puts the lowest unoccupied orbital energy at 0.45 eV. As for the spin multiplicity: 1.

Here are the Löwdin charges for atoms 1 to 5, given in e: -0.277 -0.157 -0.289 -0.132 -0.152

=====

Entry 10:
The following is a quantum chemistry calculation of 3 unconnected molecules or ions with the total composition C4H16N2O2 at a distorted geometry, from the OMol25 dataset.

Geometry (Å):
N -2.476 1.383 2.091
C -1.698 0.692 1.032
C -0.220 1.044 0.969
N 0.389 0.372 -0.181
C -0.028 0.776 -1.535
C 1.012 1.825 -2.061
H -2.681 0.881 2.931
H -2.242 2.360 2.162
H -1.715 -0.387 1.236
H -2.347 0.879 0.177
H 0.459 0.754 1.796
H 0.104 2.084 0.935
H 0.391 -0.636 -0.145
H -1.032 1.221 -1.575
H 0.195 -0.074 -2.182
H 0.815 2.717 -1.474
H 2.030 1.515 -1.810
H 0.976 1.876 -3.154
H 1.956 -2.841 -0.338
H 2.537 -2.109 -1.554
O 2.660 -2.226 -0.619
H -0.809 -3.331 0.285
H 0.451 -2.807 1.179
O 0.014 -2.819 0.321

The HOMO-LUMO gap comes out at 8.26 eV. The energy above the lowest of the compared OMol25 structures with the same formula, charge and spin comes out at 1.561 eV. The SMILES is CCNCCN.O.O. The calculation puts the lowest unoccupied orbital energy at 0.34 eV. As for the spin multiplicity: 1.

Here are the Löwdin charges for atoms 1 to 5, given in e: -0.022 -0.261 -0.230 -0.104 -0.266

=====

Entry 11:
The following is a quantum chemistry calculation of 3 unconnected molecules or ions with the total composition C4H16N3O at a distorted geometry, from the OMol25 dataset.

Geometry (Å):
N -0.282 2.414 -1.736
C -2.135 -1.331 0.926
C -1.579 -1.427 -0.479
N -0.161 -1.698 -0.484
C 0.753 -0.625 -0.614
C 1.888 -0.444 0.463
N 2.149 0.931 0.651
H 0.559 2.964 -1.819
H -1.751 -0.434 1.420
H -0.997 2.717 -2.377
H -1.990 -2.237 1.507
H -3.210 -1.098 0.951
H -2.088 -2.226 -1.027
H -1.837 -0.477 -0.964
H 0.212 -2.542 -0.904
H 0.169 0.290 -0.524
H 1.340 -0.661 -1.555
H 1.506 -0.887 1.409
H 2.765 -1.026 0.193
H 2.976 1.147 1.205
H 1.318 1.377 1.101
H -0.659 2.155 1.750
H -0.588 2.214 -0.798
O -0.372 1.356 1.268

The HOMO-LUMO gap comes out at 4.48 eV. The energy above the lowest of the compared OMol25 structures with the same formula, charge and spin comes out at 7.590 eV. The calculation puts the lowest unoccupied orbital energy at -8.90 eV. As for the total charge: +1. As for the spin multiplicity: 1.

Here are the Löwdin charges for atoms 1 to 5, given in e: 0.106 -0.067 -0.213 0.076 -0.139

=====

Entry 12:
The following is a quantum chemistry calculation of 2 unconnected molecules or ions with the total composition C4H16N4 at a distorted geometry, from the OMol25 dataset.

Geometry (Å):
C -2.213 2.274 0.835
C -1.748 -0.061 1.424
N -2.468 0.860 0.815
N -0.691 0.192 2.223
N -2.152 -1.330 1.382
H -3.286 0.651 0.254
H -0.175 1.058 2.232
H -0.686 -0.231 3.142
H -3.072 -1.691 1.142
H -1.802 -2.081 1.964
H -2.988 2.756 1.452
H -2.231 2.641 -0.179
H -1.203 2.651 1.050
C 1.840 -0.275 -1.331
C 3.354 -0.263 -1.262
N 1.364 -1.429 -2.202
H 1.424 -0.328 -0.330
H 1.574 0.691 -1.770
H 3.876 -0.200 -2.224
H 3.746 -1.229 -0.875
H 1.880 -2.287 -1.988
H 0.408 -1.651 -1.930
H 1.437 -1.182 -3.187
H 3.813 0.463 -0.635

The HOMO-LUMO gap comes out at 11.17 eV. The energy above the lowest of the compared OMol25 structures with the same formula, charge and spin comes out at 0.691 eV. The calculation puts the lowest unoccupied orbital energy at -6.54 eV. As for the total charge: +2. As for the spin multiplicity: 1.

Here are the Löwdin charges for atoms 1 to 5, given in e: -0.037 -0.435 0.057 0.196 0.192

=====

Calculated electronic energy, -562.8295, -1198.8608, -801.4765, -1295.4258, -1500.9168, -1062.6563, -421.9139, -421.8692, -421.8848, -421.9341, -401.0184, -380.4505 a.u. (same order as the records).